This record from the OMol25 dataset describes a molecular structure, C32H51BN6Ta. The level of theory is ωB97M-V with the def2-TZVPD basis set.

Results
E   -1659.44654 a.u.
Charge   +3
Gap between HOMO and LUMO   7.19 eV
ΔE to the lowest compared entry with this formula, charge and spin   48.9 kcal/mol

Each line ends with the Löwdin charge.
Cartesian coordinates (Å):
Ta -0.288 1.158 1.103  1.956
C -1.523 3.289 1.184  -0.222
C -1.082 2.716 2.463  -0.357
C -0.248 3.787 3.080  -0.041
C -0.204 4.862 2.266  -0.039
C -0.952 4.545 1.077  0.013
H -2.404 3.004 0.619  0.089
H -1.824 2.301 3.141  0.103
H 0.246 3.683 4.036  0.135
H 0.315 5.791 2.445  0.137
H -1.119 5.229 0.255  0.143
C -3.609 0.650 2.192  -0.047
C -4.141 0.658 0.765  -0.335
C -5.009 1.890 0.486  -0.023
C -3.098 0.439 -0.297  -0.186
C -3.345 0.128 -1.599  0.084
C -2.127 -0.196 -2.215  -0.120
C -2.059 -0.546 -3.674  -0.323
C -0.691 -0.583 -4.328  -0.053
C -2.845 -1.843 -3.936  -0.017
N -1.148 -0.094 -1.303  0.087
N -1.730 0.371 -0.103  -0.086
B 0.255 -0.818 -1.192  -0.466
N 0.275 -1.607 0.156  0.083
N 0.292 -0.849 1.319  -0.080
C 0.530 -1.714 2.362  -0.194
C 0.632 -2.980 1.866  0.082
C 0.458 -2.900 0.476  -0.123
C 0.419 -4.126 -0.402  -0.320
C 0.199 -3.962 -1.900  -0.049
C -0.660 -5.068 0.170  -0.030
C 0.657 -1.195 3.762  -0.328
C 2.097 -1.311 4.275  -0.015
C 0.181 0.236 3.789  -0.084
N 1.394 0.238 -1.117  0.077
N 1.338 1.274 -0.165  -0.051
C 2.566 1.937 -0.254  -0.202
C 3.309 1.355 -1.225  0.099
C 2.584 0.261 -1.721  -0.117
C 3.233 -0.769 -2.609  -0.314
C 3.603 -1.975 -1.729  -0.010
C 2.539 -1.195 -3.898  -0.033
C 2.983 3.031 0.659  -0.336
C 2.634 2.596 2.063  -0.034
C 2.417 4.381 0.208  -0.015
H -4.373 0.303 2.886  0.114
H -3.345 1.659 2.512  0.058
H -2.764 -0.039 2.315  0.067
H -4.788 -0.217 0.649  0.161
H -4.446 2.819 0.599  0.075
H -5.837 1.919 1.193  0.106
H -5.430 1.868 -0.517  0.093
H -4.312 0.095 -2.073  0.153
H -2.629 0.272 -4.130  0.161
H -0.196 -1.532 -4.143  0.062
H -0.047 0.232 -3.995  0.083
H -0.814 -0.488 -5.406  0.110
H -2.386 -2.688 -3.422  0.077
H -2.831 -2.052 -5.004  0.104
H -3.885 -1.772 -3.625  0.088
H 0.433 -1.511 -2.114  0.087
H 0.812 -3.879 2.430  0.147
H 1.391 -4.608 -0.246  0.162
H -0.729 -3.430 -2.114  0.071
H 0.111 -4.956 -2.336  0.106
H 1.023 -3.463 -2.404  0.056
H -1.651 -4.623 0.069  0.099
H -0.496 -5.313 1.217  0.081
H -0.650 -6.000 -0.393  0.100
H 0.008 -1.791 4.409  0.168
H 2.780 -0.721 3.660  0.087
H 2.432 -2.346 4.251  0.098
H 2.164 -0.960 5.304  0.102
H 0.907 0.866 3.226  0.054
H 0.166 0.694 4.778  0.133
H -0.855 0.314 3.420  0.055
H 4.309 1.630 -1.517  0.154
H 4.165 -0.281 -2.901  0.146
H 2.708 -2.463 -1.338  0.060
H 4.238 -1.689 -0.890  0.097
H 4.148 -2.702 -2.330  0.107
H 1.734 -1.900 -3.716  0.044
H 3.276 -1.699 -4.521  0.107
H 2.157 -0.348 -4.465  0.091
H 4.072 3.090 0.599  0.162
H 1.539 2.469 2.135  0.004
H 2.876 3.342 2.818  0.118
H 3.121 1.654 2.324  0.102
H 1.332 4.343 0.098  0.054
H 2.834 4.658 -0.759  0.103
H 2.674 5.164 0.920  0.101



This record from the OMol25 dataset describes a molecular structure, C32H51N2O2P2Pd. The level of theory is ωB97M-V with the def2-TZVPD basis set.

Results
E   -2320.19098 a.u.
Charge   +1
Gap between HOMO and LUMO (alpha / beta)   6.20 / 7.25 eV
Expectation value of S²   2.0143
Multiplicity   3

Each line ends with the Löwdin charge.
Cartesian coordinates (Å):
C -1.781 -1.592 -1.724  -0.313
C 0.510 -1.776 -1.663  -0.248
C -1.853 -2.309 -2.924  -0.009
C 0.505 -2.681 -2.735  -0.014
C -0.704 -2.944 -3.380  -0.029
H -2.802 -2.310 -3.468  0.126
H 1.456 -3.098 -3.047  0.122
H -0.733 -3.587 -4.254  0.119
N -0.634 -1.473 -1.039  0.080
P -2.820 -0.240 0.457  1.024
P 2.764 -0.563 0.031  1.290
C -2.884 -0.641 -1.333  -0.239
H -2.731 0.307 -1.889  0.103
H -3.855 -1.030 -1.660  0.078
C 1.667 -0.802 -1.500  -0.300
H 2.338 -0.971 -2.349  0.091
C 4.198 0.486 -0.665  -0.632
C 3.138 -1.501 1.667  -0.659
C -3.544 1.473 0.569  -0.689
C -3.904 -1.618 1.118  -0.668
C 3.897 1.926 -0.209  -0.090
H 3.768 1.998 0.877  0.079
H 4.742 2.562 -0.510  0.095
H 2.986 2.310 -0.687  0.058
C 5.578 0.029 -0.151  -0.095
H 5.678 0.077 0.939  0.066
H 5.823 -0.982 -0.505  0.081
H 6.339 0.704 -0.575  0.096
C 4.291 0.501 -2.206  -0.077
H 5.049 1.250 -2.487  0.102
H 4.601 -0.472 -2.617  0.096
H 3.359 0.821 -2.691  0.060
C 3.622 -0.499 2.722  -0.070
H 2.804 0.165 3.046  0.064
H 3.958 -1.062 3.605  0.105
H 4.461 0.116 2.381  0.059
C 1.865 -2.185 2.176  -0.101
H 1.110 -1.443 2.471  0.021
H 1.435 -2.833 1.406  0.081
H 2.109 -2.792 3.060  0.103
C 4.172 -2.580 1.327  -0.101
H 5.110 -2.161 0.952  0.052
H 4.402 -3.164 2.229  0.095
H 3.759 -3.264 0.575  0.086
C -4.434 -1.242 2.507  -0.087
H -4.982 -2.115 2.893  0.097
H -3.623 -1.021 3.214  0.067
H -5.139 -0.402 2.481  0.073
C -3.019 -2.868 1.255  -0.084
H -2.614 -3.197 0.292  0.076
H -2.186 -2.703 1.950  0.070
H -3.646 -3.676 1.658  0.099
C -5.089 -1.957 0.195  -0.083
H -5.730 -2.676 0.727  0.098
H -5.705 -1.085 -0.056  0.072
H -4.769 -2.449 -0.732  0.077
C -2.689 2.427 -0.288  -0.097
H -2.906 2.344 -1.358  0.079
H -2.901 3.460 0.025  0.096
H -1.610 2.255 -0.136  0.048
C -3.436 1.943 2.026  -0.095
H -2.391 1.966 2.356  0.062
H -3.832 2.966 2.085  0.096
H -4.007 1.322 2.723  0.068
C -5.007 1.487 0.118  -0.082
H -5.131 1.174 -0.928  0.086
H -5.654 0.869 0.754  0.069
H -5.377 2.521 0.197  0.097
Pd -0.575 -0.010 0.864  0.642
C -1.007 -0.290 2.684  -0.290
O -1.276 -0.422 3.805  0.088
N 0.883 0.973 -0.157  -0.063
C 1.119 0.546 -1.377  -0.482
C 0.953 1.405 -2.591  -0.190
C 0.765 2.785 -2.405  -0.035
C 1.043 0.880 -3.892  -0.035
C 0.680 3.638 -3.514  -0.061
H 0.708 3.140 -1.369  0.108
C 0.926 1.733 -4.997  -0.063
H 1.202 -0.193 -4.039  0.111
C 0.747 3.112 -4.811  -0.069
H 0.561 4.712 -3.356  0.110
H 0.983 1.312 -6.001  0.109
H 0.652 3.771 -5.673  0.109
C 0.607 1.872 4.942  -0.144
O 1.080 1.431 3.669  -0.187
H -0.443 2.198 4.895  0.077
H 1.219 2.696 5.339  0.085
H 0.684 1.012 5.615  0.086
H 1.114 2.202 3.073  0.091



This record from the OMol25 dataset describes a molecular structure, C32H51N6OSbSi3Ti. The level of theory is ωB97M-V with the def2-TZVPD basis set.

Results
E   -3611.74247 a.u.
Charge   +2
Gap between HOMO and LUMO (alpha / beta)   7.16 / 8.21 eV
Expectation value of S²   2.0047
Multiplicity   3
ΔE to the lowest compared entry with this formula, charge and spin   0.0 kcal/mol

Each line ends with the Löwdin charge.
Cartesian coordinates (Å):
Ti -1.231 0.101 0.219  0.643
N -2.837 -1.591 2.494  0.134
C -3.625 -0.496 2.125  -0.291
C -4.773 -0.246 2.885  0.017
C -5.572 0.822 2.555  -0.025
C -5.225 1.622 1.469  -0.033
C -4.074 1.321 0.786  -0.109
N -3.269 0.288 1.108  0.018
C -2.145 -2.502 1.691  -0.301
C -2.232 -3.859 2.014  0.016
C -1.574 -4.777 1.229  -0.021
C -0.847 -4.334 0.127  -0.036
C -0.786 -2.984 -0.108  -0.139
N -1.395 -2.069 0.673  0.008
H -3.198 -2.035 3.326  0.139
H -5.033 -0.899 3.709  0.126
H -6.469 1.026 3.126  0.126
H -5.837 2.460 1.171  0.119
H -3.748 1.912 -0.060  0.112
H -2.834 -4.180 2.855  0.126
H -1.635 -5.833 1.460  0.127
H -0.331 -5.027 -0.521  0.122
H -0.213 -2.576 -0.931  0.085
C -1.498 3.993 -1.973  0.036
C -1.348 2.504 -2.008  -0.490
O -1.222 1.834 -0.968  -0.134
N -1.356 1.905 -3.196  0.124
C -1.224 0.456 -3.323  -0.109
C -2.483 -0.296 -2.962  -0.237
C -3.437 -0.565 -3.933  0.003
C -4.554 -1.311 -3.603  -0.023
C -4.668 -1.782 -2.306  -0.024
C -3.675 -1.468 -1.398  -0.119
N -2.605 -0.720 -1.695  0.068
H -0.983 4.385 -1.099  0.093
H -2.558 4.244 -1.891  0.103
H -1.105 4.463 -2.872  0.097
H -1.476 2.463 -4.026  0.163
H -0.411 0.122 -2.677  0.069
H -0.945 0.243 -4.352  0.131
H -3.288 -0.210 -4.945  0.126
H -5.306 -1.538 -4.346  0.125
H -5.507 -2.389 -1.997  0.119
H -3.740 -1.834 -0.384  0.098
C -0.421 1.631 4.932  -0.025
C 0.083 0.413 4.506  -0.032
C -0.029 0.080 3.168  -0.148
N -0.622 0.873 2.269  -0.033
C -1.109 2.048 2.691  -0.138
C -1.026 2.466 4.003  -0.026
H -0.346 1.926 5.970  0.123
H 0.564 -0.268 5.193  0.119
H 0.361 -0.859 2.791  0.088
H -1.589 2.665 1.940  0.114
H -1.430 3.426 4.293  0.120
C 1.847 3.242 1.223  -0.214
Si 2.786 2.322 -0.116  0.312
C 2.536 3.217 -1.746  -0.206
C 4.598 2.207 0.320  -0.200
Sb 1.740 -0.012 -0.362  0.903
Si 3.184 -1.329 1.330  0.319
C 4.886 -1.709 0.659  -0.216
C 3.362 -0.309 2.906  -0.215
C 2.323 -2.954 1.709  -0.223
Si 2.864 -0.683 -2.588  0.318
C 2.568 -2.524 -2.788  -0.223
C 4.693 -0.298 -2.595  -0.206
C 2.077 0.266 -4.016  -0.218
H 2.273 4.241 1.347  0.045
H 1.895 2.737 2.191  0.019
H 0.792 3.355 0.950  0.010
H 2.840 4.262 -1.641  0.046
H 1.485 3.204 -2.052  0.009
H 3.125 2.781 -2.556  0.025
H 5.019 3.216 0.375  0.047
H 5.171 1.648 -0.423  0.017
H 4.749 1.734 1.294  0.023
H 5.446 -0.804 0.416  0.024
H 4.858 -2.349 -0.225  0.025
H 5.444 -2.244 1.435  0.049
H 2.848 0.652 2.879  0.001
H 4.420 -0.112 3.095  0.040
H 2.982 -0.870 3.765  0.033
H 2.252 -3.589 0.823  0.026
H 1.312 -2.821 2.106  0.006
H 2.907 -3.497 2.459  0.046
H 3.004 -3.095 -1.964  0.022
H 3.019 -2.883 -3.717  0.044
H 1.500 -2.753 -2.832  0.017
H 5.252 -0.839 -1.830  0.010
H 4.891 0.769 -2.477  0.022
H 5.089 -0.596 -3.571  0.048
H 1.450 -0.396 -4.618  0.030
H 2.869 0.644 -4.667  0.043
H 1.481 1.126 -3.703  -0.001